Below is a structure of composition C23H28N3O2PdSbSe2, with properties calculated with ωB97M-V/def2-TZVPD.

Element x y z (Å)
Pd (-0.1546, 0.0999, 0.4707)
C (-2.2741, -2.8536, 0.2798)
C (-1.4772, -2.7757, 1.5439)
C (-1.6473, -3.7335, 2.5442)
C (-0.9227, -3.6516, 3.7159)
C (-0.0375, -2.5941, 3.8726)
C (0.0896, -1.6832, 2.8429)
N (-0.6093, -1.7719, 1.6965)
Sb (1.3349, 0.0528, 2.9579)
C (2.5215, -0.5785, 1.2361)
C (3.4597, 0.2699, 0.6558)
C (4.2139, -0.2233, -0.3922)
C (4.0086, -1.5273, -0.8162)
C (3.0783, -2.3156, -0.1526)
C (2.7950, -3.7304, -0.5626)
N (2.3628, -1.8420, 0.8736)
C (-0.4588, 1.3502, 2.5170)
C (-0.2424, 2.7198, 2.6895)
C (-1.3388, 3.5561, 2.7506)
C (-2.6092, 3.0155, 2.6227)
C (-2.7501, 1.6471, 2.4570)
C (-4.0877, 0.9907, 2.2913)
N (-1.6860, 0.8313, 2.4339)
H (-3.0312, -3.6321, 0.3533)
H (-1.6258, -3.0740, -0.5694)
H (-2.7526, -1.8981, 0.0645)
H (-2.3567, -4.5343, 2.3842)
H (-1.0491, -4.3904, 4.4974)
H (0.5437, -2.4746, 4.7776)
H (3.5643, 1.2923, 0.9884)
H (4.9492, 0.4037, -0.8827)
H (4.5674, -1.9362, -1.6482)
H (3.4696, -4.0641, -1.3499)
H (1.7696, -3.7985, -0.9287)
H (2.8863, -4.3977, 0.2949)
H (0.7627, 3.1138, 2.7600)
H (-1.2085, 4.6220, 2.8908)
H (-3.4864, 3.6491, 2.6507)
H (-4.8790, 1.7246, 2.1458)
H (-4.3253, 0.3907, 3.1717)
H (-4.0600, 0.3210, 1.4322)
O (-2.0834, 2.1011, -2.3783)
C (-1.0429, 2.6755, -3.1467)
C (0.1551, 1.7240, -3.2773)
C (0.7835, 2.0773, -4.6420)
O (2.0028, 1.4096, -4.9251)
C (1.2129, 1.9501, -2.1949)
Se (0.5652, 2.1752, -0.3784)
C (-0.2632, 0.2553, -3.3264)
Se (-0.5903, -0.8070, -1.7065)
H (-2.6068, 2.8064, -1.9894)
H (-0.6946, 3.6128, -2.6990)
H (-1.4233, 2.9049, -4.1519)
H (0.9185, 3.1662, -4.6969)
H (0.0964, 1.7880, -5.4386)
H (2.6575, 1.6767, -4.2726)
H (1.7329, 2.8947, -2.3924)
H (1.9439, 1.1404, -2.1994)
H (0.5189, -0.2902, -3.8509)
H (-1.1902, 0.1692, -3.8944)

- Net charge: 0

=====

Below is a cluster of 10 separate species, H20O10 in total, with properties calculated with ωB97M-V/def2-TZVPD.

Element x y z (Å)
O (0.2031, -2.3172, 2.1650)
H (0.0289, -1.3687, 2.2695)
H (0.5394, -2.5882, 3.0261)
O (3.0057, -0.8849, -0.5065)
H (3.8657, -0.6468, -0.8720)
H (2.5380, -1.3212, -1.2320)
O (-2.0164, -2.0561, 0.0538)
H (-1.7653, -2.0078, 0.9878)
H (-1.3493, -2.6240, -0.3420)
O (-3.4719, 0.4585, 1.4085)
H (-3.5160, 0.7499, 0.4902)
H (-4.1611, -0.2123, 1.4865)
O (1.7346, 1.4724, -3.3553)
H (1.5843, 0.6011, -2.9690)
H (1.3960, 1.4116, -4.2562)
O (-1.2957, 1.9462, 2.4319)
H (-1.8922, 1.3023, 2.8208)
H (-0.8664, 1.4675, 1.7072)
O (0.5929, -1.3041, -2.1694)
H (0.8126, -1.3365, -3.1100)
H (0.2855, -2.1948, -1.9636)
O (-0.1147, 0.5116, 0.1663)
H (0.6689, 0.2421, -0.3354)
H (-0.7790, -0.1696, -0.0261)
O (-1.0214, 3.4488, -1.7889)
H (-0.7788, 2.6891, -1.2448)
H (-0.2135, 3.6707, -2.2645)
O (1.8467, 0.6025, 2.7400)
H (1.5587, 0.4700, 1.8278)
H (2.5804, -0.0122, 2.8542)

- Net charge: 0
- Structure (SMILES): O.O.O.O.O.O.O.O.O.O

=====

ΔE to the lowest compared entry with this formula, charge and spin across the listed records, respectively: 0.0 64.5 kcal/mol.